No. 1
116
Properties=species:S:1:pos:R:3 method="wB97M-V/def2-TZVPD" total_charge=-2 e_homo_ev=-1.4 homo_lumo_gap_ev=5.35 relative_energy_kj_mol=75.0
Cd -0.446 -0.086 -0.443
C -4.131 -4.992 2.693
C -3.156 -4.285 1.786
C -1.881 -4.780 1.545
C -1.013 -4.105 0.717
C -1.348 -2.900 0.061
N -0.385 -2.229 -0.672
C 0.377 -2.895 -1.575
C -0.078 -4.145 -2.092
C 0.638 -4.905 -2.984
C 1.870 -4.468 -3.459
C 2.685 -5.276 -4.439
C 2.297 -3.219 -3.038
C 1.605 -2.414 -2.132
C 2.228 -1.024 -1.842
O 1.518 -0.081 -1.221
C 2.716 -0.390 -3.229
F 2.708 0.951 -3.173
F 3.991 -0.723 -3.609
F 1.931 -0.727 -4.271
C 3.561 -1.255 -1.020
F 4.349 -2.298 -1.418
F 3.270 -1.517 0.273
F 4.375 -0.179 -1.025
C -2.664 -2.415 0.287
C -3.512 -3.103 1.153
C -3.206 -1.127 -0.390
O -2.405 -0.498 -1.266
C -3.620 -0.123 0.760
F -2.756 -0.182 1.786
F -4.857 -0.330 1.303
F -3.632 1.146 0.323
C -4.493 -1.489 -1.209
F -5.560 -2.018 -0.537
F -4.984 -0.399 -1.837
F -4.187 -2.393 -2.159
H -3.680 -5.879 3.140
H -4.456 -4.331 3.500
H -5.023 -5.308 2.145
H -1.563 -5.706 2.019
H -0.019 -4.497 0.542
H -1.048 -4.493 -1.764
H 0.229 -5.851 -3.328
H 2.395 -6.328 -4.407
H 2.543 -4.920 -5.465
H 3.751 -5.203 -4.213
H 3.232 -2.864 -3.450
H -4.504 -2.718 1.346
Br -1.204 0.575 -4.045
C -1.123 2.102 -2.936
C -1.396 3.344 -3.489
C -1.313 4.448 -2.654
C -0.968 4.268 -1.326
C -0.724 2.980 -0.870
N -0.793 1.920 -1.676
C -0.399 2.732 0.621
O -0.133 3.746 1.278
O -0.468 1.541 1.019
H -1.669 3.433 -4.530
H -1.512 5.438 -3.047
H -0.877 5.087 -0.628
C 3.693 -2.542 3.319
As 1.956 -3.049 2.579
C 2.480 -4.229 1.104
C 1.377 -4.413 3.867
S 0.599 -1.501 2.650
H 4.213 -3.422 3.702
H 3.525 -1.826 4.120
H 4.283 -2.069 2.535
H 2.331 -3.774 0.127
H 1.894 -5.144 1.168
H 3.534 -4.469 1.242
H 2.048 -5.273 3.893
H 0.376 -4.721 3.565
H 1.309 -3.949 4.850
C 3.554 1.818 4.815
C 3.348 3.134 4.050
C 3.989 4.277 4.849
C 1.829 3.364 3.995
Si 4.066 2.969 2.255
Br 2.712 1.540 1.169
C 5.826 2.118 2.244
C 6.778 2.731 3.280
C 6.473 2.232 0.856
C 5.703 0.611 2.519
C 4.070 4.637 1.260
C 2.772 5.411 1.535
C 5.251 5.548 1.623
C 4.102 4.354 -0.251
H 3.028 1.867 5.774
H 4.609 1.626 5.024
H 3.143 0.979 4.248
H 3.558 4.308 5.856
H 3.802 5.243 4.376
H 5.070 4.151 4.949
H 1.430 3.372 5.017
H 1.322 2.573 3.442
H 1.560 4.304 3.521
H 6.895 3.807 3.134
H 7.768 2.268 3.195
H 6.420 2.561 4.296
H 6.695 3.264 0.586
H 5.822 1.798 0.096
H 7.418 1.677 0.849
H 5.317 0.397 3.514
H 6.690 0.142 2.427
H 5.034 0.151 1.791
H 2.744 5.789 2.559
H 1.887 4.793 1.371
H 2.712 6.275 0.862
H 5.258 5.786 2.690
H 5.172 6.490 1.068
H 6.211 5.094 1.370
H 3.261 3.727 -0.546
H 5.015 3.851 -0.563
H 4.030 5.299 -0.802



No. 2
18
Properties=species:S:1:pos:R:3 method="wB97M-V/def2-TZVPD" smiles="C=CC(=C)NC.O" e_homo_ev=-7.6 homo_lumo_gap_ev=7.72 relative_energy_kj_mol=409.8
C -1.746 1.955 1.338
C -1.539 1.814 -0.003
C -0.254 1.316 -0.522
C 0.251 1.874 -1.689
N 0.543 0.660 0.389
C 1.856 0.170 0.010
H -0.861 2.223 1.914
H -2.570 1.628 1.969
H -2.202 2.252 -0.736
H 0.869 1.140 -2.210
H -0.184 2.726 -2.195
H 0.061 0.601 1.270
H 2.217 -0.442 0.835
H 1.677 -0.281 -0.971
H 2.598 0.965 -0.127
O 0.016 -6.532 0.347
H 0.219 -5.628 0.106
H -0.952 -6.441 0.275



No. 3
22
Properties=species:S:1:pos:R:3 method="wB97M-V/def2-TZVPD" smiles="C=C/C(C)=C/C.O.O" e_homo_ev=-8.8 homo_lumo_gap_ev=9.44 relative_energy_kj_mol=219.7
C 2.186 -1.358 1.213
C 0.913 -1.648 1.475
C -0.266 -1.334 0.631
C -1.581 -1.911 1.088
C -0.194 -0.434 -0.351
C -1.209 0.177 -1.268
H 2.416 -1.040 0.202
H 2.969 -1.476 1.946
H 0.674 -2.051 2.459
H -2.315 -1.591 0.342
H -1.814 -1.540 2.090
H -1.669 -2.996 1.114
H 0.802 -0.075 -0.596
H -1.413 -0.497 -2.121
H -0.917 1.109 -1.739
H -2.181 0.069 -0.773
O -0.541 3.842 -1.766
H 0.169 3.201 -1.845
H -1.050 3.668 -0.972
O 1.579 2.346 -0.418
H 2.358 1.971 0.005
H 1.084 1.569 -0.716